111
Properties=species:S:1:pos:R:3:lowdin_charge:R:1 method="wB97M-V/def2-TZVPD" total_charge=-1 total_energy_ev=-93379.391 relative_energy_kcal_mol=0.00 homo_lumo_gap_ev=6.26 fmax_ev_per_a=3.18 homo_energy_ha=-0.15024 spin_multiplicity=1
Tl -1.4117 -0.5903 -1.0946 0.331
C 2.8762 0.3741 -0.1396 -0.233
Si 1.0230 -0.1828 0.3338 0.437
C 1.6280 -1.7383 1.2377 -0.346
C 2.5415 -1.6566 2.3050 -0.134
C 3.0203 -2.7589 3.0114 -0.075
C 2.5198 -4.0049 2.6654 -0.093
C 1.6908 -4.1905 1.5837 -0.112
C 1.2941 -3.0852 0.8357 -0.381
P 0.3676 -3.3263 -0.7652 1.031
C -0.3816 -4.9976 -0.3437 -0.462
C 0.4077 -6.2652 -0.6855 -0.217
C -0.0786 -7.4615 0.1470 -0.194
C -1.5977 -7.3534 0.3408 -0.204
C -2.2900 -6.5796 -0.7852 -0.209
C -1.8140 -5.1465 -0.8758 -0.227
C 1.7960 -3.6537 -2.0019 -0.447
C 1.7959 -2.6581 -3.1414 -0.231
C 2.8029 -3.0515 -4.2405 -0.174
C 4.2320 -3.1107 -3.6186 -0.217
C 4.3241 -3.9301 -2.3632 -0.195
C 3.1560 -3.6929 -1.3682 -0.211
C 0.4970 1.0075 1.7827 -0.319
C 0.5650 0.6552 3.1422 -0.134
C 0.1387 1.4929 4.1567 -0.112
C -0.2232 2.7768 3.8546 -0.101
C -0.2387 3.2178 2.5555 -0.088
C 0.0415 2.3165 1.5000 -0.357
P -0.2532 2.6870 -0.2763 1.049
C -1.3929 4.1238 -0.4483 -0.473
C -2.7351 3.6447 -0.9979 -0.230
C -3.6216 4.8144 -1.5184 -0.166
C -3.9410 5.8248 -0.3364 -0.177
C -2.6048 6.2015 0.3095 -0.219
C -1.6557 5.0922 0.6511 -0.243
C 1.4117 3.3206 -0.8362 -0.416
C 1.6009 2.9179 -2.3465 -0.220
C 0.8364 3.8279 -3.3182 -0.221
C 1.3809 5.2229 -3.2235 -0.201
C 1.3762 5.7315 -1.7645 -0.207
C 1.8482 4.7920 -0.6920 -0.196
H 3.5393 -0.5383 -0.1990 0.015
H 3.3434 0.9216 0.7129 0.025
H 2.9653 0.9551 -1.1161 0.009
H 2.9627 -0.6791 2.5581 0.101
H 3.7530 -2.5313 3.7733 0.097
H 2.9571 -4.8057 3.1733 0.078
H 1.3952 -5.1927 1.3951 0.078
H -0.5018 -4.8679 0.7416 0.097
H 1.5052 -6.2413 -0.5848 0.107
H 0.1855 -6.4469 -1.7164 0.097
H 0.4103 -7.5200 1.0713 0.079
H 0.2883 -8.3882 -0.2989 0.107
H -1.8221 -6.9429 1.3380 0.120
H -1.9673 -8.3603 0.2972 0.091
H -3.3815 -6.6858 -0.6625 0.112
H -1.9901 -7.1434 -1.7257 0.126
H -2.4536 -4.5235 -0.2230 0.118
H -1.9118 -4.7853 -1.8862 0.097
H 1.5357 -4.6000 -2.5149 0.110
H 2.1422 -1.6986 -2.7185 0.119
H 0.8127 -2.5871 -3.5403 0.089
H 2.8110 -2.3889 -5.0479 0.075
H 2.5314 -4.0855 -4.6780 0.134
H 4.5165 -2.1038 -3.3940 0.100
H 4.9230 -3.4487 -4.3646 0.093
H 5.2934 -3.8460 -1.8329 0.113
H 4.2722 -5.0111 -2.6673 0.118
H 3.2540 -2.7305 -0.8865 0.090
H 3.2698 -4.4743 -0.5822 0.114
H 0.8821 -0.3708 3.3460 0.078
H 0.1833 1.0746 5.1930 0.119
H -0.4944 3.4446 4.6716 0.108
H -0.5099 4.1924 2.3646 0.038
H -0.9359 4.5883 -1.3271 0.075
H -3.2886 3.0665 -0.2560 0.077
H -2.5183 3.0683 -1.9608 0.118
H -4.5812 4.3720 -1.8556 0.109
H -3.0650 5.3600 -2.3110 0.110
H -4.4770 5.2760 0.4002 0.068
H -4.5098 6.7047 -0.6388 0.101
H -2.7293 6.7776 1.2741 0.128
H -2.1223 6.9038 -0.3584 0.097
H -2.0697 4.5484 1.4942 0.099
H -0.7314 5.6206 1.0614 0.129
H 2.1345 2.7276 -0.2926 0.062
H 1.1947 1.9260 -2.5230 0.086
H 2.6833 2.9749 -2.5555 0.118
H -0.1864 3.7135 -3.0860 0.078
H 0.9676 3.4544 -4.3429 0.114
H 0.8016 5.9068 -3.8339 0.101
H 2.3855 5.1748 -3.6789 0.114
H 0.3494 6.0614 -1.5149 0.098
H 1.9527 6.6504 -1.7768 0.102
H 1.5240 5.1728 0.2919 0.107
H 2.9545 4.8304 -0.6572 0.118
N -3.0980 0.7110 0.9227 -0.020
N -3.1889 0.5749 2.3047 -0.052
C -2.4666 -0.3877 2.9076 -0.879
N -2.4492 -0.3151 4.2290 0.111
S -1.7466 -1.6635 2.0637 0.564
H -2.5737 1.5638 0.7378 0.021
H -4.0202 0.9321 0.6280 0.059
H -3.5197 1.3695 2.8734 0.108
H -2.8985 0.4546 4.7251 0.046
H -2.0641 -1.0764 4.7627 0.099
N -4.2134 1.8768 5.6408 0.062
C -4.3374 2.7249 4.8218 -0.437
N -4.4925 3.7911 4.0101 0.013
C -4.9486 3.3738 2.8138 -0.446
N -5.3478 2.9931 1.7791 0.084



130
Properties=species:S:1:pos:R:3:lowdin_charge:R:1 method="wB97M-V/def2-TZVPD" total_energy_ev=-103878.652 relative_energy_kcal_mol=71.44 homo_lumo_gap_ev=10.06 smiles="C[C@H]1COC(=O)O1.C[C@H]1COC(=O)O1.C[C@H]1COC(=O)O1.C[C@H]1COC(=O)O1.C[C@H]1COC(=O)O1.C[C@H]1COC(=O)O1.C[C@H]1COC(=O)O1.C[C@H]1COC(=O)O1.C[C@H]1COC(=O)O1.C[C@H]1COC(=O)O1" fmax_ev_per_a=3.38 homo_energy_ha=-0.37964 spin_multiplicity=1
C 1.5431 2.3436 -2.4310 -0.007
C 0.3996 2.6645 -3.3936 -0.285
C -0.5489 3.6227 -2.7193 -0.092
O -0.9302 4.5196 -3.7705 0.076
C 0.0326 4.4733 -4.7181 -0.557
O 0.0345 5.2317 -5.6345 0.165
O 0.9503 3.5458 -4.3752 0.068
H 1.9369 3.1395 -1.7981 0.094
H 2.4446 1.9452 -2.9035 0.090
H 1.2405 1.5863 -1.7032 0.055
H -0.0459 1.7972 -3.8784 0.130
H -0.1378 4.1512 -1.8571 0.116
H -1.4587 3.2260 -2.2631 0.146
C -3.6053 -3.0982 -2.8268 -0.003
C -3.4378 -3.4154 -4.3153 -0.308
C -3.4158 -4.8976 -4.7112 -0.099
O -4.5038 -5.0543 -5.6006 0.073
C -4.9896 -3.8309 -5.9117 -0.569
O -5.6740 -3.6176 -6.8550 0.178
O -4.5656 -2.9239 -5.0219 0.095
H -3.4162 -2.0318 -2.6931 0.073
H -2.9490 -3.6332 -2.1386 0.073
H -4.6240 -3.2459 -2.4648 0.098
H -2.5606 -2.9171 -4.7361 0.134
H -3.6056 -5.4216 -3.7726 0.127
H -2.4526 -5.1245 -5.1635 0.130
C 0.8265 1.1560 -6.7931 -0.030
C -0.3159 0.1487 -6.9515 -0.243
C -0.0748 -1.0606 -5.9745 -0.091
O -0.9682 -0.8367 -4.9216 0.036
C -1.7964 0.1847 -5.1562 -0.599
O -2.6577 0.5932 -4.4416 0.171
O -1.4920 0.7112 -6.3426 0.087
H 0.5875 2.1801 -7.0839 0.092
H 1.6495 0.9119 -7.4784 0.088
H 1.4024 1.2160 -5.8670 0.078
H -0.4851 -0.0674 -8.0001 0.151
H 0.9701 -1.2142 -5.7283 0.135
H -0.4737 -1.9032 -6.5529 0.129
C -1.5487 4.6082 5.3584 -0.019
C -2.7048 4.3665 4.4201 -0.310
C -3.8437 3.4239 4.8313 -0.075
O -5.0392 4.2235 4.8717 0.062
C -4.6897 5.4961 4.4912 -0.567
O -5.4672 6.3931 4.5044 0.166
O -3.4071 5.5787 4.1524 0.090
H -1.6231 5.2647 6.2263 0.094
H -0.7381 5.1001 4.8086 0.071
H -1.0904 3.6644 5.6661 0.073
H -2.3075 4.0430 3.4547 0.136
H -3.5864 3.0451 5.8202 0.130
H -3.9916 2.6833 4.0498 0.134
C 1.1690 -7.3813 -1.2633 -0.012
C 0.5825 -6.0052 -1.6065 -0.266
C -0.0394 -5.2710 -0.4347 -0.088
O 0.5542 -3.9777 -0.4573 0.057
C 1.5442 -3.9728 -1.3677 -0.596
O 2.2175 -2.9966 -1.5975 0.128
O 1.7217 -5.1488 -1.9440 0.102
H 2.1841 -7.1862 -0.9148 0.089
H 1.3060 -7.9824 -2.1621 0.085
H 0.5857 -7.9419 -0.5370 0.089
H -0.1563 -6.1537 -2.3960 0.150
H 0.3459 -5.6969 0.5058 0.134
H -1.1205 -5.2165 -0.3166 0.137
C 1.9146 1.6206 6.0458 0.004
C 2.6026 1.5809 4.6750 -0.329
C 2.4148 2.8511 3.8892 -0.091
O 3.6593 2.9693 3.2158 0.078
C 4.5762 2.1612 3.7416 -0.560
O 5.7109 2.1257 3.4018 0.164
O 4.0173 1.4412 4.7786 0.066
H 1.5517 0.6208 6.2788 0.080
H 1.0161 2.2331 5.9689 0.065
H 2.6650 1.9925 6.7396 0.096
H 2.3990 0.6452 4.1378 0.145
H 2.2208 3.7512 4.4737 0.137
H 1.5963 2.6442 3.1961 0.125
C 4.4878 -4.6481 0.7417 -0.004
C 4.8235 -3.3897 1.5248 -0.253
C 4.5425 -2.0378 0.7874 -0.066
O 3.3582 -1.5598 1.3948 0.048
C 3.0859 -2.2459 2.5207 -0.568
O 2.2241 -1.9002 3.2749 0.138
O 3.8416 -3.3281 2.5989 0.091
H 4.4671 -5.4918 1.4252 0.091
H 5.1990 -4.7720 -0.0768 0.099
H 3.5371 -4.4735 0.2343 0.067
H 5.8354 -3.3116 1.9154 0.149
H 4.2202 -2.2619 -0.2310 0.121
H 5.4017 -1.3914 0.9468 0.138
C 1.1749 8.2429 1.7531 -0.008
C 0.8931 6.8626 1.1332 -0.287
C -0.3321 6.0518 1.5569 -0.065
O -1.2024 6.0742 0.3965 0.064
C -0.5161 6.5386 -0.6693 -0.576
O -0.9310 6.6747 -1.7805 0.169
O 0.6172 7.1232 -0.2521 0.071
H 0.2815 8.5717 2.2862 0.083
H 1.6256 9.0063 1.1289 0.086
H 1.9031 8.0983 2.5598 0.078
H 1.7500 6.1882 1.1759 0.144
H -0.8524 6.4518 2.4226 0.130
H -0.0674 4.9947 1.5534 0.109
C -0.5428 -0.6694 -1.6956 0.000
C -0.6058 -0.2167 -0.2820 -0.278
C 0.7365 -0.1698 0.5095 -0.051
O 0.5703 1.0655 1.2345 0.076
C -0.5374 1.7031 0.8817 -0.591
O -0.9405 2.6558 1.4853 0.133
O -1.1199 1.1183 -0.1642 0.102
H 0.1047 -1.5352 -1.8152 0.080
H -0.1029 0.0176 -2.4265 0.068
H -1.5526 -0.7302 -2.1046 0.079
H -1.3126 -0.8327 0.2789 0.136
H 1.5769 -0.1701 -0.1874 0.123
H 0.9099 -1.0749 1.0825 0.104
C -1.5843 -5.7729 4.0164 -0.013
C -1.4839 -4.2638 3.8643 -0.288
C -0.2339 -3.5584 3.3573 -0.079
O -0.6615 -2.8853 2.1687 0.040
C -1.9337 -3.2363 1.8458 -0.567
O -2.4861 -2.9802 0.8286 0.157
O -2.4578 -3.9290 2.8679 0.078
H -0.8377 -6.2719 3.3919 0.079
H -2.5819 -6.1714 3.8747 0.090
H -1.2632 -6.0409 5.0285 0.086
H -1.8134 -3.7867 4.7920 0.153
H 0.6030 -4.2006 3.0753 0.132
H 0.1478 -2.7818 4.0124 0.120